Run i
11
Properties=species:S:1:pos:R:3:mulliken_charge:R:1 method="wB97M-V/def2-TZVPD" e_homo_ev=-15.11 e_lumo_ev=-5.6 multiplicity=1 charge=+1 mol_weight_da=68.10
C 0.1861 0.7878 1.1059 0.047
C 0.8081 1.4967 2.0547 -0.635
C -0.4263 -1.4382 -1.9960 -0.032
C -0.5791 0.1194 0.3160 0.007
N -0.1691 -0.4899 -1.0720 -0.097
H 0.9379 2.4760 2.2793 0.354
H 1.2924 0.8244 2.7580 0.231
H 0.2892 -1.4317 -2.8103 0.277
H -1.3120 -2.0850 -1.7433 0.273
H -1.6488 -0.2442 0.5053 0.317
H 0.6216 -0.0153 -1.3977 0.258

Run ii
11
Properties=species:S:1:pos:R:3:mulliken_charge:R:1 method="wB97M-V/def2-TZVPD" e_homo_ev=-14.76 e_lumo_ev=-4.2 multiplicity=1 charge=+1 mol_weight_da=68.10
C -0.4834 0.9012 0.8643 -0.363
C 0.9112 0.7507 0.3421 -0.140
C -1.1950 0.0507 0.1477 -0.383
C 1.0652 -0.3261 -0.4019 -0.433
N -0.2957 -0.8406 -0.6265 -0.156
H -0.7220 1.5956 1.5310 0.542
H 1.7469 1.4269 0.7488 0.338
H -2.3258 0.0071 0.0192 0.361
H 2.0817 -0.8039 -0.6337 0.352
H -0.2833 -1.9165 -0.2607 0.443
H -0.4996 -0.8450 -1.7302 0.441

Stability verdict: run ii, ahead by 140.9 kJ/mol

Run i
21
Properties=species:S:1:pos:R:3:mulliken_charge:R:1 method="wB97M-V/def2-TZVPD" e_homo_ev=-8.93 e_lumo_ev=0.8 multiplicity=1 mol_weight_da=106.16
C -1.6760 -2.1978 -0.3489 -1.379
C -0.4935 -1.3877 0.2102 0.138
C 0.3710 -0.5906 -0.7446 -0.917
C 1.5266 -0.1256 -0.2381 0.182
C 2.3598 0.8389 -1.0126 -1.274
H -2.5096 -1.5650 -0.6434 0.316
H -1.3237 -2.8677 -1.1372 0.348
H -1.9891 -2.8691 0.4542 0.361
H -0.9120 -0.7370 0.9734 -0.011
H 0.1610 -2.0677 0.7682 0.338
H 0.2738 -0.7513 -1.8145 0.529
H 2.0039 -0.6926 0.5572 0.437
H 1.9016 1.0824 -1.9740 0.315
H 2.5736 1.7884 -0.5222 0.276
H 3.3315 0.4077 -1.2940 0.385
H -0.5588 1.3111 3.1676 0.303
H -0.4003 0.9305 1.7329 0.303
O -1.0169 0.8207 2.4719 -0.650
H -0.7087 1.1919 -0.8318 0.329
H -1.3676 2.4609 -0.2428 0.306
O -0.5945 2.1507 -0.7223 -0.634

Run ii
21
Properties=species:S:1:pos:R:3:mulliken_charge:R:1 method="wB97M-V/def2-TZVPD" e_homo_ev=-10.20 e_lumo_ev=0.6 multiplicity=1 mol_weight_da=106.16
C -0.4227 1.7392 -1.1667 -0.527
O -0.0685 3.0943 -1.1543 -0.535
C 0.7738 0.8201 -0.8892 -0.483
C 1.5215 0.8713 0.4374 -0.618
C 0.6802 0.7810 1.7303 -0.630
C -0.2014 -0.4959 1.8462 -1.048
H -0.9529 1.4266 -2.0749 0.311
H -1.1354 1.5945 -0.3482 0.261
H 0.5478 3.4035 -1.8287 0.324
H 1.4930 0.8376 -1.7095 0.393
H 0.3108 -0.1812 -0.8740 0.242
H 2.1681 1.7534 0.5385 0.298
H 2.2633 0.0655 0.4302 0.348
H 0.0538 1.6695 1.8451 0.370
H 1.3534 0.7255 2.5742 0.385
H -0.9995 -0.1441 2.5012 0.301
H -0.7316 -0.7075 0.9112 0.251
H 0.5118 -1.2911 2.0535 0.360
H -2.8872 -5.7821 -1.3310 0.313
H -2.1856 -4.6147 -1.6935 0.311
O -2.0928 -5.5654 -1.7976 -0.625

Stability verdict: run ii, ahead by 63.3 kJ/mol

Run i
21
Properties=species:S:1:pos:R:3:mulliken_charge:R:1 method="wB97M-V/def2-TZVPD" e_homo_ev=-9.21 e_lumo_ev=0.8 multiplicity=1 mol_weight_da=106.16
C -0.1058 1.9570 1.5108 -1.052
C -1.2748 1.3670 0.6428 -0.368
C -0.8205 0.7363 -0.6433 -0.340
C 0.4101 0.3203 -0.9588 -0.155
C 1.0350 0.2678 -2.3303 -1.298
H -0.4418 2.2180 2.5086 0.360
H 0.2788 2.8149 0.9678 0.284
H 0.6232 1.1459 1.5517 0.234
H -1.8683 2.2462 0.3767 0.264
H -1.8887 0.6902 1.2415 0.319
H -1.6354 0.6682 -1.3525 0.349
H 1.1300 0.0850 -0.1843 0.437
H 0.3271 0.2068 -3.1662 0.338
H 1.6751 -0.6110 -2.4721 0.311
H 1.6088 1.1671 -2.5651 0.303
H 0.9070 -2.6947 2.7514 0.307
H 0.7793 -3.2801 1.2267 0.354
O 1.3352 -2.9459 1.9308 -0.650
H 0.1056 -2.1333 -0.3934 0.329
H -1.3915 -1.7536 -0.2213 0.323
O -0.7882 -2.4720 -0.4215 -0.651

Run ii
21
Properties=species:S:1:pos:R:3:mulliken_charge:R:1 method="wB97M-V/def2-TZVPD" e_homo_ev=-9.46 e_lumo_ev=0.5 multiplicity=1 mol_weight_da=106.16
C 0.2346 -0.9207 2.5500 -1.096
C -0.6265 -0.3195 1.4804 -0.291
C 0.1471 0.4690 0.4393 -0.260
C -0.2285 1.6858 0.1116 -0.024
C 0.4836 2.6418 -0.8666 -1.139
H 1.1528 -0.2992 2.6466 0.308
H 0.7608 -1.7831 2.0673 0.257
H -0.2508 -1.2845 3.4795 0.337
H -1.5592 0.2193 1.9592 0.225
H -1.3473 -1.0226 1.0125 0.259
H 1.0272 -0.0197 0.0402 0.228
H -1.0288 2.2658 0.5552 0.298
H 1.2981 2.1391 -1.3304 0.281
H 0.9026 3.4296 -0.2248 0.286
H -0.3126 3.0938 -1.4311 0.341
H 2.8354 -0.5286 -1.8042 0.335
H 2.5890 -1.3916 -3.1169 0.322
O 3.2249 -1.1271 -2.4424 -0.657
H -2.9438 -3.2002 -1.7477 0.320
H -2.9103 -1.6448 -1.8125 0.316
O -3.4485 -2.4027 -1.5651 -0.644

Stability verdict: run i, ahead by 40.7 kJ/mol

Run i
14
Properties=species:S:1:pos:R:3:mulliken_charge:R:1 method="wB97M-V/def2-TZVPD" e_homo_ev=-9.83 e_lumo_ev=0.8 multiplicity=1 mol_weight_da=78.18
S 2.4906 1.1118 0.0419 -0.325
H 2.2232 1.0399 1.3212 0.150
H 2.7480 -0.1832 -0.2061 0.154
C -1.5230 -1.8543 0.5158 -1.113
C -2.0972 -0.4689 0.3254 -0.177
C -1.6556 0.1478 -1.0215 -0.866
H -1.9852 -2.2284 1.4242 0.324
H -0.4877 -1.7591 0.8796 0.250
H -1.3097 -2.4211 -0.3917 0.355
H -1.7428 0.2495 1.1756 0.242
H -3.2039 -0.4125 0.3988 0.280
H -2.4336 0.5801 -1.6498 0.287
H -0.8965 0.9163 -0.7603 0.180
H -1.1071 -0.5181 -1.7803 0.260

Run ii
14
Properties=species:S:1:pos:R:3:mulliken_charge:R:1 method="wB97M-V/def2-TZVPD" e_homo_ev=-9.05 e_lumo_ev=1.0 multiplicity=1 mol_weight_da=78.18
C -0.0450 2.5056 -0.4385 -0.869
H 0.8456 2.3577 -1.0393 0.219
H -0.5526 1.5364 -0.3847 0.094
H -0.7661 3.1811 -0.8831 0.300
H 0.2067 2.7537 0.5870 0.263
C -0.0478 -1.0419 1.1676 -0.915
C -0.0632 -1.9827 -0.0398 -0.474
S -0.2732 -1.1155 -1.6268 -0.216
H -1.0014 -0.5999 1.2316 0.281
H 0.6799 -0.2576 0.9821 0.235
H 0.1886 -1.5580 2.0959 0.351
H 0.8226 -2.6034 -0.1041 0.328
H -0.9152 -2.6601 0.0196 0.300
H 0.9210 -0.5155 -1.5675 0.103

Run iii
14
Properties=species:S:1:pos:R:3:mulliken_charge:R:1 method="wB97M-V/def2-TZVPD" e_homo_ev=-8.44 e_lumo_ev=0.9 multiplicity=1 mol_weight_da=78.18
C -2.9872 -0.3978 -2.1749 -0.925
H -3.4745 -0.8058 -3.0564 0.238
H -2.1003 -0.9886 -1.9145 0.219
H -3.6476 -0.4886 -1.3190 0.240
H -2.6363 0.6132 -2.2894 0.228
C 2.3617 0.5848 0.0716 -0.756
S 2.5205 -0.4745 1.5297 -0.073
C 0.9347 -0.1267 2.3143 -0.810
H 2.7790 1.5577 0.2890 0.265
H 1.3178 0.6569 -0.1836 0.226
H 2.9134 0.1258 -0.7438 0.301
H 0.1961 -0.7458 1.8301 0.266
H 1.0863 -0.4467 3.3456 0.288
H 0.7363 0.9361 2.3014 0.292

Stability verdict: run ii, ahead by 12.2 kJ/mol

Run i
24
Properties=species:S:1:pos:R:3:mulliken_charge:R:1 method="wB97M-V/def2-TZVPD" e_homo_ev=-10.71 e_lumo_ev=-0.4 multiplicity=1 mol_weight_da=144.12
H 0.8782 0.5143 -1.9697 0.300
H 1.3453 0.0244 -0.6089 0.364
H -1.9534 -1.4437 -0.5881 0.338
H -2.5047 -1.3724 0.8265 0.235
H 0.4603 -4.6823 -1.0627 0.315
H -0.3601 -4.4406 -2.3191 0.304
H -1.9378 -0.8612 2.6044 0.313
H -1.2931 0.5095 2.4790 0.303
H -1.1547 4.3551 -0.9187 0.312
H -1.6781 5.1298 -2.1169 0.321
H -3.7884 0.2789 0.7644 0.310
H -2.4844 0.7614 0.1505 0.351
H 0.7509 -0.4447 1.9120 0.317
H 0.1758 -0.5330 0.5079 0.424
H 5.3335 1.1429 1.1194 0.314
H 6.5309 1.8155 0.4684 0.319
O 1.2513 -0.2559 -1.5262 -0.646
O -1.6861 -1.5070 0.3358 -0.630
O 0.5422 -4.5985 -2.0194 -0.621
O -1.2492 -0.3862 2.1257 -0.639
O -0.8612 4.8176 -1.7117 -0.633
O -3.4340 0.7288 -0.0109 -0.617
O 1.0121 -0.5100 0.9865 -0.722
O 6.1046 0.9573 0.5718 -0.632

Run ii
24
Properties=species:S:1:pos:R:3:mulliken_charge:R:1 method="wB97M-V/def2-TZVPD" e_homo_ev=-10.06 e_lumo_ev=-0.2 multiplicity=1 mol_weight_da=144.12
O -1.3682 -0.5960 -1.4173 -0.465
H -2.1802 -0.8540 -1.0153 0.262
H -1.1032 -0.7920 -2.2143 0.202
O 0.7678 -1.5330 0.2307 -0.583
H 1.5818 -1.8810 0.5387 0.233
H 0.1678 -2.2180 -0.1023 0.290
O -0.6632 2.2510 -1.8703 -0.639
H -0.5122 1.6200 -1.2673 0.389
H -1.1222 1.9780 -2.6823 0.278
O -2.3952 -1.5610 2.1927 -0.658
H -2.1272 -2.5740 2.0827 0.286
H -2.0172 -0.8920 1.7227 0.409
O -0.9592 0.2630 0.8257 -0.911
H -0.3762 -0.4300 0.3577 0.468
H -0.2512 0.7920 1.3657 0.419
O 2.6128 0.6540 0.8277 -0.602
H 2.6068 -0.2030 0.4707 0.269
H 1.7608 0.9570 1.0847 0.411
O 1.6878 -0.2010 -2.1993 -0.603
H 1.2278 -0.6340 -1.3693 0.337
H 1.4068 -0.8160 -2.8803 0.302
O 0.4008 1.9480 1.6247 -0.525
H -0.0542 2.6170 1.3597 0.187
H 0.9088 2.1050 2.3337 0.244

Stability verdict: run i, ahead by 168.7 kJ/mol

Run i
24
Properties=species:S:1:pos:R:3:mulliken_charge:R:1 method="wB97M-V/def2-TZVPD" e_homo_ev=-10.03 e_lumo_ev=0.0 multiplicity=1 mol_weight_da=144.12
H 0.1618 -0.1172 1.2315 0.264
H -1.1651 -0.2717 0.5065 0.355
H -0.7051 3.4673 -2.0724 0.322
H -0.3840 3.9700 -0.6744 0.303
H -0.1921 -1.4713 -1.4497 0.286
H 0.7241 -0.3180 -1.8244 0.295
H 2.1188 1.4547 -3.0912 0.401
H 0.6790 1.0579 -2.8094 0.317
H -4.4635 -0.9645 3.1234 0.325
H -3.3078 -1.6001 3.8786 0.313
H 2.5600 -2.3379 3.3698 0.316
H 3.8409 -2.7295 2.6515 0.317
H 3.9533 1.0413 -2.0264 0.312
H 3.6669 -0.4308 -2.2732 0.297
H -3.2507 -0.3449 1.5363 0.349
H -3.9613 -1.3280 0.6206 0.294
O -0.2798 0.0947 0.4014 -0.550
O -1.1213 3.7065 -1.2365 -0.634
O -0.1888 -0.6182 -1.8982 -0.648
O 1.2186 1.5837 -3.4105 -0.643
O -3.5296 -0.8412 3.3274 -0.651
O 3.4970 -2.5037 3.5231 -0.633
O 3.2302 0.4237 -2.1834 -0.654
O -3.1014 -0.9227 0.7795 -0.654

Run ii
24
Properties=species:S:1:pos:R:3:mulliken_charge:R:1 method="wB97M-V/def2-TZVPD" e_homo_ev=-10.76 e_lumo_ev=-0.5 multiplicity=1 mol_weight_da=144.12
O -5.1855 -8.8653 -2.0327 -0.618
H -4.5792 -8.9039 -2.8118 0.374
H -6.0668 -9.0314 -2.3810 0.307
O -1.9398 -6.7882 -7.5731 -0.624
H -2.4064 -7.5567 -7.2120 0.342
H -1.1756 -6.6604 -7.0031 0.304
O -3.7321 -9.1403 -7.0589 -0.637
H -4.6805 -9.1015 -7.2364 0.293
H -3.4826 -10.0508 -7.2614 0.298
O -3.2750 -8.8055 -3.9933 -0.660
H -3.2229 -8.9412 -4.9502 0.297
H -2.3826 -8.4858 -3.7260 0.400
O -0.8582 -7.5856 -3.4092 -0.711
H -0.1363 -8.1190 -3.0480 0.311
H -0.4798 -7.1339 -4.1740 0.293
O -2.2804 -5.7603 -1.6844 -0.653
H -1.9383 -6.4951 -2.2164 0.354
H -3.2063 -5.9810 -1.5266 0.341
O -3.1687 -11.7033 -3.1068 -0.605
H -3.9034 -11.2040 -3.4779 0.310
H -2.5820 -11.8631 -3.8526 0.295
O -5.9708 -6.5483 -5.2717 -0.606
H -6.4900 -7.3128 -5.0000 0.303
H -5.2418 -6.9162 -5.7832 0.293

Run iii
24
Properties=species:S:1:pos:R:3:mulliken_charge:R:1 method="wB97M-V/def2-TZVPD" e_homo_ev=-11.02 e_lumo_ev=0.2 multiplicity=1 mol_weight_da=144.12
O 2.9297 -0.3186 1.3924 -0.694
H 2.4301 -1.0392 1.0085 0.367
H 3.5472 -0.0630 0.7072 0.296
O -0.5615 -0.1958 2.4262 -0.639
H 0.2327 0.1738 2.0404 0.309
H -0.9727 -0.6807 1.7106 0.298
O 1.4634 -2.4038 0.1651 -0.683
H 1.7340 -2.8530 -0.6357 0.315
H 0.8044 -1.7729 -0.1246 0.416
O -0.4314 2.7079 -0.4671 -0.708
H -0.0072 2.9821 -1.2801 0.315
H 0.1752 2.9769 0.2227 0.318
O -2.7670 -0.2943 -0.3740 -0.673
H -3.0262 -0.7534 0.4248 0.313
H -3.4483 0.3655 -0.5035 0.298
O -2.7148 -1.7418 -2.7754 -0.628
H -2.9452 -1.3957 -1.9132 0.374
H -3.0837 -2.6250 -2.7858 0.326
O 0.1507 -0.0836 -0.5466 -0.573
H -0.6936 -0.3670 -0.8974 0.299
H 0.0691 0.8665 -0.4629 0.304
O 2.0395 2.3705 0.9417 -0.622
H 2.7948 2.6210 0.4097 0.279
H 2.2808 1.5238 1.3173 0.394

Run iv
24
Properties=species:S:1:pos:R:3:mulliken_charge:R:1 method="wB97M-V/def2-TZVPD" e_homo_ev=-10.46 e_lumo_ev=-0.4 multiplicity=1 mol_weight_da=144.12
O 0.3309 0.4349 0.7091 -0.507
H -0.2261 1.0229 0.2551 0.229
H 0.0269 -0.4071 0.4101 0.208
O -0.2311 -1.6031 -1.1459 -0.559
H 0.6289 -1.2321 -1.4499 0.341
H -0.9591 -1.5341 -1.7629 0.236
O -2.2771 1.1679 -1.5579 -0.563
H -2.2971 2.0989 -1.8009 0.237
H -1.6821 0.7739 -2.1329 0.296
O -3.1791 -0.7861 0.1921 -0.589
H -2.6191 -0.0121 0.0261 0.304
H -3.4281 -1.0911 -0.6549 0.279
O 0.0069 -2.3411 1.9231 -0.580
H 0.7479 -2.0321 1.3861 0.341
H -0.4661 -1.5601 2.1091 0.327
O 2.5769 0.9329 2.5881 -0.614
H 1.9339 0.9949 1.8921 0.311
H 2.2319 0.2889 3.1791 0.321
O 0.3679 2.8539 -1.4069 -0.558
H -0.4931 3.0849 -1.6819 0.265
H 0.9769 3.0289 -2.1299 0.305
O 2.4109 -1.6061 0.4651 -0.611
H 3.1169 -1.7771 -0.1019 0.271
H 2.5009 -0.7001 0.6911 0.310

Stability verdict: run iii, ahead by 67.9 kJ/mol